[1]
A molecular structure, C5H11NO. Source: OMol25; level of theory: the ωB97M-V functional and the def2-TZVPD basis.

The geometry in XYZ format:
```
18
Properties=species:S:1:pos:R:3:forces:R:3
C 1.038103 1.327065 -1.283325 -0.2244 -0.1170 -0.2122
C 0.544158 0.124778 -0.406622 0.3495 0.1142 0.0490
C 0.938012 0.430693 1.003670 -0.1345 -0.0146 0.0441
N -0.879211 0.000944 -0.479544 0.3265 0.1499 -0.1785
C -0.937492 -1.147207 1.925240 0.1685 0.0011 0.0913
C -1.360209 -0.549336 -1.618182 0.0032 -0.2127 -0.6013
O -0.731136 -0.764667 -2.665010 -0.4248 0.1502 0.8838
H 0.492857 2.239449 -1.013697 0.1238 -0.1994 -0.0371
H 2.117180 1.494049 -1.179830 -0.2625 -0.0987 0.0245
H 0.799172 1.046186 -2.315809 0.1207 0.2038 0.2071
H 1.073423 -0.773208 -0.771706 -0.1891 0.1824 0.0736
H 0.166718 -0.413857 1.560843 -0.0596 -0.0321 0.0544
H 1.980565 0.252195 1.295182 -0.3536 -0.0379 -0.0828
H 0.535765 1.366546 1.407397 0.0733 -0.2081 -0.1437
H -0.535971 -1.321881 2.927526 -0.1491 0.0063 -0.2466
H -1.816862 -0.512279 1.880180 0.2278 -0.1263 -0.0028
H -0.974271 -2.028269 1.288806 0.0122 0.1970 0.1492
H -2.450802 -0.771200 -1.555120 0.3922 0.0418 -0.0719
```
Positions in Å, forces in eV/Å.

Results
- lowest unoccupied orbital energy (alpha / beta) (eV) = -2.058 / -1.050
- HOMO (alpha / beta) (eV) = -7.9 / -9.2
- energy above the lowest of the compared OMol25 structures with the same formula, charge and spin (kJ/mol) = 517.53
- multiplicity = 1
- Kohn-Sham gap (alpha / beta) (eV) = 5.8 / 8.1

=====

[2]
A gas-phase ion, C11H20N2PS (charge +1). Source: OMol25; level of theory: the ωB97M-V functional and the def2-TZVPD basis.

The geometry in XYZ format:
```
35
Properties=species:S:1:pos:R:3:forces:R:3
C -3.010960 2.576833 -1.775742 -0.2232 -0.5094 -0.3979
C -2.498492 1.281765 -1.043107 -0.8060 -0.5388 0.2957
P -1.436414 1.668013 0.445613 0.3447 2.5040 -0.8604
C -2.613483 1.908912 1.870195 -0.8889 -1.3935 0.4634
C -3.589179 0.669295 2.163064 1.2137 0.1945 -0.0731
N -0.435558 0.179362 0.698471 -0.3568 -2.0968 1.8314
C -0.387613 -0.505867 1.857668 -0.5264 -0.5380 2.1175
C 0.374817 -1.696865 2.169434 1.7751 0.3503 -3.8089
C 1.218783 -2.143452 1.040382 -2.9710 2.9024 2.0858
C 1.077001 -1.267562 -0.127652 1.6879 -1.8684 -1.6097
C 1.985194 -1.649800 -1.355500 -0.0222 -0.1348 1.1910
C 3.448116 -1.186285 -0.974352 -0.7993 0.7113 -0.5951
C 4.498401 -1.316603 -2.141663 0.5562 -0.3927 1.7861
S 5.699093 0.104169 -1.957320 -0.2258 -0.0746 -0.0210
N 0.308550 -0.199352 -0.325957 0.4420 -0.8625 0.5242
H -3.580599 3.272982 -1.111466 0.7537 -0.4707 -0.4512
H -3.753529 2.223771 -2.543153 0.6990 0.3292 0.6901
H -2.191740 3.083109 -2.339399 -0.6408 -0.1959 0.7251
H -1.934702 0.637254 -1.761995 -0.3628 0.5108 0.6998
H -3.398063 0.720421 -0.672831 0.7756 0.2548 -0.4938
H -3.235967 2.806324 1.615354 0.8583 -0.6129 -0.0919
H -2.058106 2.154553 2.806089 -0.2197 0.0448 -0.8824
H -3.384645 -0.110807 1.381024 -0.6838 0.5594 0.7565
H -4.656719 0.977793 2.182167 0.8210 -0.4085 -0.0034
H -3.270900 0.237496 3.145721 -0.6887 0.2563 -0.7693
H -1.018934 -0.101176 2.685082 0.4813 -0.2823 -1.0020
H 0.371284 -2.217578 3.148058 -0.2635 0.6869 -0.7860
H 1.889107 -3.019199 1.118278 -0.5096 0.7299 -0.3979
H 1.605906 -1.207623 -2.306505 0.3295 -0.1845 0.8784
H 1.963156 -2.764335 -1.430179 -0.0190 0.7951 -0.1537
H 3.387560 -0.093009 -0.713741 -0.0542 -0.9845 -0.2158
H 3.740984 -1.713113 -0.032670 0.1141 0.2842 -0.8722
H 5.126897 -2.229295 -1.968585 -0.8463 0.6191 -0.5127
H 4.039393 -1.332083 -3.157780 0.4814 0.2739 0.8490
H 5.721361 0.251955 -0.587008 -0.2256 -0.4580 -0.8954
```
Positions in Å, forces in eV/Å.

Results
- lowest unoccupied orbital energy (eV) = -4.844
- HOMO (eV) = -11.3
- energy above the lowest of the compared OMol25 structures with the same formula, charge and spin (kJ/mol) = 202.55
- multiplicity = 1
- charge = +1
- SMILES string = CCP(CC)[n+]1cccc(CCCS)n1
- Kohn-Sham gap (eV) = 6.5

=====

[3]
C4H8N2 in the gas phase. Source: OMol25; level of theory: the ωB97M-V functional and the def2-TZVPD basis.

The geometry in XYZ format:
```
14
Properties=species:S:1:pos:R:3:forces:R:3
C 2.065930 0.209635 0.108343 0.0630 0.0102 -0.0025
C 0.597673 0.269400 0.504580 0.0288 0.0967 0.0426
N -0.162305 -0.617937 -0.382538 -0.0154 -0.1491 0.0408
C -1.459127 -0.158714 -0.819486 -0.0728 0.0373 -0.1186
C -2.436541 -0.017140 0.286661 -0.5905 0.0784 0.8698
N -3.121484 0.049784 1.216801 0.5926 -0.0356 -0.9046
H 2.153754 0.467070 -0.951042 0.0835 -0.0095 0.1468
H 2.453265 -0.806889 0.237591 -0.0251 0.1496 -0.0090
H 2.683022 0.893840 0.698856 -0.0934 -0.0850 -0.0352
H 0.468052 0.010203 1.566734 -0.0366 0.0188 -0.2027
H 0.219235 1.293837 0.398031 0.0331 -0.1637 -0.0758
H -0.237300 -1.542838 0.026021 0.0140 0.0829 -0.1151
H -1.866309 -0.857256 -1.560832 0.0403 0.1105 0.2026
H -1.357860 0.807000 -1.329720 -0.0215 -0.1415 0.1611
```
Positions in Å, forces in eV/Å.

Results
- lowest unoccupied orbital energy (eV) = 0.908
- HOMO (eV) = -9.6
- energy above the lowest of the compared OMol25 structures with the same formula, charge and spin (kJ/mol) = 58.31
- multiplicity = 1
- SMILES string = CCNCC#N
- Kohn-Sham gap (eV) = 10.5

=====

[4]
A molecular structure, C26H20BBrF3FeN9. Source: OMol25; level of theory: the ωB97M-V functional and the def2-TZVPD basis.

The geometry in XYZ format:
```
61
Properties=species:S:1:pos:R:3:forces:R:3
Fe 2.049920 -0.180040 -0.958191 0.1792 -0.2577 0.6053
C 2.969364 -1.589443 3.159278 0.0027 0.0040 -0.0049
C 3.343472 -1.397124 1.826048 0.0577 0.0067 -0.0244
N 2.377480 -0.816181 1.132732 -0.1566 0.0489 -0.1130
N 1.336496 -0.624301 2.018517 0.2035 -0.0753 -0.1233
C 1.694104 -1.083937 3.232834 -0.0428 0.0042 0.0429
B 0.130767 0.047821 1.344581 -0.2974 -0.1195 -0.0510
N -0.338702 -0.970837 0.272532 0.2250 -0.1910 0.1512
C -1.445740 -1.739222 0.228769 -0.0696 0.0866 -0.1068
C -1.341142 -2.588180 -0.854468 -0.0174 0.0270 -0.0142
C -0.116731 -2.271109 -1.429003 0.0685 -0.0521 0.0329
N 0.491208 -1.326080 -0.706617 -0.2602 0.0672 -0.0557
N 0.633612 1.416982 0.909141 0.1226 0.0962 0.0606
C 0.506557 2.613220 1.540210 -0.0046 -0.0163 0.0418
C 1.386861 3.491644 0.962243 -0.0168 0.0202 0.0461
C 2.056798 2.734101 -0.006163 0.0822 -0.0781 -0.0485
N 1.608378 1.487758 0.005069 -0.0670 0.2039 -0.2304
N -1.241742 0.384462 1.996611 0.0822 0.1546 0.1845
C -1.789994 -0.013197 3.145928 -0.0567 -0.0389 -0.0742
C -3.142053 0.276789 3.149818 -0.0177 -0.0195 -0.0141
C -3.382366 0.869864 1.927491 0.0317 -0.0637 -0.0498
N -2.240581 0.931473 1.216062 -0.0191 0.0570 -0.0102
H 3.545714 -2.025752 3.955027 0.0104 -0.0042 -0.0039
H 4.275035 -1.649835 1.344295 0.0060 0.0004 -0.0029
H 1.036600 -1.019697 4.083639 -0.0217 0.0047 -0.0081
H -2.231823 -1.654666 0.960183 0.0083 -0.0377 0.0178
H -2.052160 -3.326055 -1.181189 0.0000 -0.0142 0.0098
H 0.322767 -2.644386 -2.336267 0.0601 -0.0038 -0.0469
H -0.186487 2.751625 2.353754 -0.0151 0.0128 -0.0093
H 1.539495 4.527148 1.209308 0.0008 0.0052 -0.0023
H 2.824527 3.047622 -0.694093 -0.0095 0.0031 -0.0029
H -1.187025 -0.511530 3.886665 0.0087 0.0233 0.0244
H -3.855500 0.085322 3.931213 -0.0037 0.0017 0.0058
H -4.302038 1.253645 1.523289 -0.0200 0.0193 0.0124
Br 4.324978 0.718153 -1.550320 0.2595 0.0418 0.0394
C 4.431658 -1.154395 -1.845108 -0.1488 -0.0740 -0.1217
C 5.600040 -1.807877 -2.162125 -0.0276 0.1402 -0.0020
C 5.501291 -3.174252 -2.375096 -0.0198 -0.0620 -0.0006
C 4.264526 -3.791270 -2.259246 0.0249 -0.0191 -0.0251
C 3.157256 -3.034840 -1.925929 0.0828 0.0375 0.1314
N 3.232948 -1.714020 -1.712086 0.0289 0.1136 -0.1622
H 6.533997 -1.271739 -2.245749 0.0021 -0.0055 -0.0008
H 6.381929 -3.748109 -2.629750 0.0033 0.0029 -0.0053
H 4.155751 -4.853342 -2.423584 -0.0093 -0.0026 0.0036
H 2.192666 -3.497811 -1.804488 -0.0908 -0.0073 0.0445
F -5.987336 3.182325 -2.378706 0.0191 0.0100 0.0270
C -5.591911 2.998906 -1.119057 -0.0289 0.0379 0.0116
F -6.554384 2.311464 -0.477360 0.0245 0.0072 -0.0335
F -5.469813 4.188135 -0.529467 -0.0095 -0.0382 -0.0038
C -4.306002 2.206941 -1.064896 0.0691 0.0889 0.1000
C -4.203059 1.038336 -1.933530 0.0271 -0.0907 -0.0866
C -3.028561 0.414095 -2.095006 -0.1132 -0.0326 -0.0521
C -1.854017 0.884179 -1.389864 0.1317 -0.2232 -0.0492
C -2.087584 1.708540 -0.101764 -0.0199 0.0643 0.0150
C -3.331419 2.547553 -0.227177 -0.0346 0.0236 -0.0276
C -0.625235 0.726099 -1.910169 -0.0610 0.4496 0.0916
C 0.604023 0.463224 -2.087010 -0.1075 -0.2173 -0.1800
H -5.070735 0.745288 -2.509993 0.0005 -0.0124 -0.0015
H -2.894418 -0.362787 -2.835094 -0.0412 -0.0401 0.0287
H -1.240675 2.370392 0.032696 0.0040 -0.0566 0.0083
H -3.410985 3.418908 0.410630 -0.0194 -0.0110 0.0126
```
Positions in Å, forces in eV/Å.

Results
- lowest unoccupied orbital energy (alpha / beta) (eV) = -7.656 / -7.657
- HOMO (alpha / beta) (eV) = -14.5 / -14.5
- multiplicity = 1
- charge = +2
- Kohn-Sham gap (alpha / beta) (eV) = 6.9 / 6.9

=====

| no. | F_max (eV/A) |
| --- | --- |
| 1 | 1.0 |
| 2 | 4.6 |
| 3 | 1.1 |
| 4 | 0.7 |